Here is an isolated ion of composition C4H6ClN4 and charge +1 at a distorted geometry from the Open Molecules 2025 dataset. Energies are from ωB97M-V/def2-TZVPD.

Atoms and positions in Å:
H1 2.18 -0.42 2.30
N1 -0.19 -0.02 0.21
H2 -1.26 1.64 0.19
N2 -1.37 0.71 -0.24
N3 1.92 -0.77 0.17
C1 0.79 -0.38 -0.62
H3 -2.18 0.12 0.20
H4 1.44 -0.88 -2.34
C2 0.22 -0.04 1.55
Cl1 3.98 -2.06 -0.95
H5 -0.43 0.42 2.25
H6 -0.26 -0.20 -2.43
C3 3.29 -1.46 0.44
C4 1.55 -0.41 1.52
N4 0.64 -0.40 -1.90

Properties
Multiplicity: 1
Energy above the lowest of the compared OMol25 structures with the same formula, charge and spin: 77.09 kcal per mole
Energy: -22716.9267 eV
HOMO level: -13.15 eV
Net charge: +1
Lowest unoccupied orbital energy: -5.1 eV

---

Here is C68H80ClN2O8S2Sc as an isolated structure at a distorted geometry from the Open Molecules 2025 dataset. Energies are from ωB97M-V/def2-TZVPD.

Atoms and positions in Å:
H1 -4.20 2.15 1.40
H2 -5.01 0.47 4.48
C1 1.59 3.20 -3.83
C2 1.85 1.21 -7.52
H3 -0.44 5.35 1.28
C3 2.60 2.97 -6.07
C4 -0.31 4.32 0.92
C5 -3.56 0.72 2.86
N1 1.88 1.63 3.35
H4 4.86 -0.57 3.90
H5 7.41 -1.25 3.64
S1 0.03 -1.86 -3.18
C6 2.69 2.31 -7.26
C7 1.45 0.60 4.32
H6 -1.71 -3.81 5.01
H7 3.11 1.36 -1.84
H8 2.51 3.53 3.95
C8 -1.15 -1.27 -4.41
C9 -4.70 2.26 -3.31
H9 -4.72 1.48 -8.50
C10 -2.13 0.44 -5.79
H10 -5.42 1.83 -3.99
C11 -0.69 -4.27 -2.19
H11 -2.69 -1.53 -1.99
C12 -1.52 -5.17 -1.53
H12 -3.63 -1.03 4.82
H13 2.01 -0.02 -1.69
C13 0.78 1.48 -5.36
C14 -2.75 -4.79 -1.02
H14 -1.19 -6.20 -1.40
C15 1.57 2.98 3.86
H15 -4.26 2.06 4.42
C16 2.98 0.30 -2.06
O1 -0.52 1.80 -0.55
H16 5.44 -2.44 4.70
H17 6.89 -3.58 0.80
C17 7.49 -2.07 2.93
H18 7.95 -1.69 2.02
H19 -3.41 0.55 -3.40
H20 -4.90 -0.14 1.38
O2 1.23 -0.97 2.07
C18 -2.35 -2.55 -1.85
H21 0.62 4.82 3.35
H22 -2.79 -0.96 8.06
H23 -5.49 1.61 3.23
C19 5.22 -1.58 2.03
C20 6.11 -2.67 2.63
C21 -0.16 1.06 -4.37
H24 6.11 -4.02 4.32
H25 -4.55 -5.95 -0.88
H26 -1.08 -3.51 8.07
H27 -4.54 -0.88 -7.81
H28 6.79 -4.67 2.18
C22 -3.98 4.04 -1.87
O3 -0.91 -1.91 1.64
H29 -3.14 -6.71 -0.13
C23 -1.63 -1.18 5.56
Sc1 0.81 1.17 1.19
C24 -0.79 -2.71 7.39
C25 -3.91 -0.12 -7.36
H30 0.75 3.17 -1.88
H31 0.44 -0.99 6.07
C26 -3.56 1.54 -2.99
C27 -2.35 0.24 3.69
H32 -1.67 2.56 -5.71
C28 -2.28 1.80 -6.18
H33 3.43 2.61 -7.99
H34 -0.42 3.40 3.20
H35 -3.95 -5.36 0.67
H36 -2.85 2.73 2.38
C29 2.05 4.37 1.19
C30 -2.84 3.33 -1.55
H37 -0.14 4.35 -0.16
C31 4.98 -1.49 0.67
C32 -2.62 2.10 -2.13
C33 -0.03 0.23 4.40
H38 5.58 1.05 -1.66
O4 0.29 -0.68 0.01
C34 -3.64 -5.76 -0.30
H39 -5.89 5.18 -3.72
C35 5.50 -3.21 3.93
H40 3.25 3.80 -5.84
C36 -1.11 -2.96 -2.34
Cl1 0.38 -1.67 1.10
C37 6.28 -3.85 1.66
H41 -3.39 -3.31 5.21
C38 4.17 -0.52 0.06
O5 1.01 -2.86 0.65
H42 4.49 -3.59 3.75
H43 1.16 2.91 4.87
H44 1.97 5.45 1.38
C39 4.66 -0.60 2.83
C40 -2.84 -1.89 -6.00
H45 -6.66 4.67 -2.22
H46 -3.30 -0.91 1.45
C41 4.11 -0.54 -1.47
H47 -4.01 -1.56 6.93
C42 -3.11 -1.83 7.48
C43 -6.15 4.31 -3.12
H48 -2.56 1.55 1.09
H49 -1.85 -3.29 -4.74
H50 0.03 -3.07 6.77
C44 3.35 1.51 3.15
H51 -6.86 3.71 -3.69
H52 2.25 4.21 0.13
C45 -3.19 2.16 -7.13
H53 -3.28 3.20 -7.42
C46 3.91 -1.97 -1.98
H54 -0.41 -1.88 8.00
C47 -3.16 -3.46 -1.21
H55 -4.12 -3.14 -0.83
H56 6.28 -0.57 -1.63
C48 -2.46 -3.52 5.75
H57 1.76 0.93 5.32
H58 3.70 -1.96 -3.05
H59 3.07 -2.45 -1.48
H60 -4.49 -1.25 2.70
C49 -1.17 0.04 -4.79
H61 2.91 3.98 1.74
H62 -2.12 3.73 -0.85
O6 -0.64 1.30 2.39
H63 4.80 -2.59 -1.83
C50 0.75 2.74 -2.87
S2 -1.16 1.14 -1.75
O7 2.61 1.30 0.52
C51 3.84 0.38 2.30
H64 8.16 -2.83 3.36
H65 2.01 -0.31 4.10
H66 2.25 4.04 -3.63
C52 -0.35 -0.67 5.41
C53 -3.26 1.85 1.87
O8 1.00 -2.74 -3.89
H67 5.45 -2.21 0.02
C54 -4.65 1.24 3.81
H68 3.67 2.44 2.67
H69 3.84 1.46 4.13
H70 5.32 -4.21 1.31
C55 0.91 0.81 -6.61
C56 0.58 3.77 3.03
H71 1.94 0.67 -8.46
H72 0.27 -4.56 -2.57
C57 1.65 2.56 -5.09
C58 -1.01 0.62 3.48
C59 -1.96 -2.25 -5.04
H73 2.99 0.17 -3.15
C60 -0.12 1.67 -3.14
N2 0.82 3.67 1.58
H74 -1.22 3.76 1.13
H75 0.29 -0.04 -6.82
H76 -3.37 -2.63 8.18
C61 3.53 0.40 0.92
C62 -4.10 -0.47 2.05
H77 -4.15 5.01 -1.42
C63 -2.97 -0.52 -6.38
C64 5.44 0.02 -1.99
H78 -3.47 -2.63 -6.49
H79 -2.64 -4.36 6.42
C65 -2.61 -0.67 4.70
C66 -1.99 -2.29 6.54
C67 -4.01 1.19 -7.74
H80 5.45 0.01 -3.09
C68 -4.92 3.52 -2.76

Properties
Multiplicity: 1
Energy above the lowest of the compared OMol25 structures with the same formula, charge and spin: 0.00 kcal per mole
Energy: -146067.6758 eV
HOMO level: -7.29 eV
Lowest unoccupied orbital energy: -0.2 eV

---

Here is an isolated ion of composition C3H7IN and charge +1 at a distorted geometry from the Open Molecules 2025 dataset. Energies are from ωB97M-V/def2-TZVPD.

Atoms and positions in Å:
H1 2.75 -2.04 -0.95
H2 -2.10 1.85 -0.55
H3 -2.08 -0.54 0.26
C1 2.30 -1.75 -0.04
H4 -0.50 0.13 -1.51
N1 -0.38 0.51 -0.58
H5 -0.73 -0.02 1.39
I1 1.98 0.22 -0.13
H6 -0.85 2.21 0.56
C2 -1.36 1.44 0.02
H7 2.18 -2.05 1.00
C3 -1.21 0.05 0.53

Properties
Multiplicity: 1
Energy above the lowest of the compared OMol25 structures with the same formula, charge and spin: 112.14 kcal per mole
Energy: -12803.6259 eV
HOMO level (spin up / spin down): -13.87 / -13.81 eV
Net charge: +1
Lowest unoccupied orbital energy (spin up / spin down): -6.1 / -6.0 eV

---

Here is C11H17NOSn as an isolated structure at a distorted geometry from the Open Molecules 2025 dataset. Energies are from ωB97M-V/def2-TZVPD.

Atoms and positions in Å:
H1 -1.86 0.83 1.99
C1 -1.04 -0.28 -1.98
C2 -2.36 -0.80 -1.70
H2 1.86 1.14 -1.52
H3 -2.64 -2.54 3.85
H4 -1.56 -2.70 0.68
H5 3.64 1.51 0.93
H6 3.09 -0.99 -1.87
H7 -0.26 1.84 -1.78
C3 -3.12 0.22 -1.04
H8 -2.74 -1.74 -2.05
C4 -2.16 -1.55 3.49
C5 -0.87 -2.23 1.43
H9 -4.15 0.15 -0.77
C6 -2.32 1.40 -0.93
H10 3.73 2.47 -0.57
H11 4.12 -0.63 -0.48
C7 -1.38 -1.42 2.48
H12 0.20 -2.56 1.45
H13 -2.44 -0.62 4.14
H14 -2.62 2.35 -0.52
O1 1.69 -0.09 0.16
H15 4.22 0.38 -1.95
C8 3.54 -0.17 -1.29
H16 -0.28 -0.73 -2.61
C9 -1.02 1.13 -1.52
C10 2.47 0.72 -0.70
N1 -0.77 0.74 1.95
H17 2.29 2.55 0.46
C11 3.07 1.88 0.07
Sn1 -0.32 -0.24 0.21

Properties
Multiplicity: 1
Energy above the lowest of the compared OMol25 structures with the same formula, charge and spin: 0.00 kcal per mole
Energy: -21045.1548 eV
HOMO level (spin up / spin down): -7.91 / -7.91 eV
Lowest unoccupied orbital energy (spin up / spin down): -0.4 / -0.4 eV

---

Here is C2HBr2ClOS as an isolated structure at a distorted geometry from the Open Molecules 2025 dataset. Energies are from ωB97M-V/def2-TZVPD.

Atoms and positions in Å:
C1 0.50 0.51 -0.28
H1 1.37 0.98 -0.89
Cl1 -1.58 0.56 1.57
Br1 -1.09 -2.13 0.30
S1 -1.07 1.23 -0.44
C2 0.53 -1.47 -0.16
O1 -0.71 2.67 -0.37
Br2 2.05 -2.36 0.27

Properties
Multiplicity: 3
<S²>: 2.01
Energy above the lowest of the compared OMol25 structures with the same formula, charge and spin: 0.00 kcal per mole
Energy: -167573.6802 eV
HOMO level (spin up / spin down): -8.29 / -10.22 eV
Lowest unoccupied orbital energy (spin up / spin down): -0.5 / -2.4 eV

---

Here is a single C3H5PS molecule at a distorted geometry from the Open Molecules 2025 dataset. Energies are from ωB97M-V/def2-TZVPD.

Atoms and positions in Å:
C1 -0.98 -0.92 -0.24
H1 2.07 1.06 -0.22
C2 -2.21 0.07 -0.30
H2 0.62 1.12 1.10
S1 -3.96 0.13 0.02
H3 1.00 -1.21 -0.39
H4 -1.75 0.94 -0.70
H5 -1.39 -1.96 -0.04
P1 0.72 1.20 -0.22
C3 0.28 -0.52 -0.42

Properties
Multiplicity: 1
Energy above the lowest of the compared OMol25 structures with the same formula, charge and spin: 58.12 kcal per mole
Energy: -23312.6417 eV
Structure (SMILES): P/C=C\C=S
HOMO level (spin up / spin down): -8.76 / -8.76 eV
Lowest unoccupied orbital energy (spin up / spin down): -1.2 / -1.2 eV